Molecular formula: C4H9NO3
Method: DFT, wB97M-V/def2-TZVPD

Its frontier orbital gap is 10.21 eV. As for the SMILES: N[C@H](CO)CC(=O)O. The calculation puts the HOMO energy at -9.44 eV. For the LUMO energy, the calculation gives 0.774 eV.

The geometry in XYZ format:
```
17
C4H9NO3, DFT wB97M-V/def2-TZVPD
N -1.532 -0.109 0.502
C -0.279 -0.772 0.402
C 0.488 -0.563 1.637
O 1.295 0.591 1.525
C 0.533 -0.426 -0.913
C -0.057 0.524 -1.916
O -0.922 0.571 -2.769
O 0.471 1.816 -1.643
H -2.004 -0.145 -0.490
H -2.073 -0.409 1.300
H -0.309 -1.882 0.246
H -0.192 -0.642 2.560
H 1.275 -1.385 1.829
H 0.702 1.337 1.751
H 1.470 0.169 -0.439
H 1.007 -1.202 -1.419
H 0.127 2.526 -2.162
```

Atom charges from the Mulliken analysis, given in e for atoms 1 to 8:
1. N -0.5991
2. C 0.5700
3. C -0.7667
4. O -0.5276
5. C -0.7158
6. C 0.5278
7. O -0.5849
8. O -0.4795


Molecular formula: C4H9NO3
Method: DFT, wB97M-V/def2-TZVPD

Its frontier orbital gap (alpha / beta) is 7.17 / 8.19 eV. The calculation puts the HOMO energy (alpha / beta) at -7.14 / -7.66 eV. For the LUMO energy (alpha / beta), the calculation gives 0.027 / 0.537 eV.

The geometry in XYZ format:
```
17
C4H9NO3, DFT wB97M-V/def2-TZVPD
C -0.569 1.000 0.948
C 0.708 -0.402 -1.246
C 0.447 -1.870 -1.421
C 0.684 1.626 0.083
N -0.578 -0.372 0.586
O -1.740 1.634 0.502
O -0.369 1.139 2.307
O 1.524 2.169 0.745
H -2.241 1.875 1.294
H 0.496 1.586 2.428
H -1.432 -0.682 0.140
H -0.089 -0.980 1.231
H 0.234 0.233 -1.982
H 1.760 -0.170 -1.127
H -0.616 -2.099 -1.538
H 0.927 -2.214 -2.345
H 0.854 -2.472 -0.604
```

Atom charges from the Mulliken analysis, given in e for atoms 1 to 8:
1. C 0.9221
2. C -0.4628
3. C -1.0696
4. C -0.1104
5. N -0.4818
6. O -0.5583
7. O -0.5821
8. O -0.4869


Molecular formula: C4H9NO3
Method: DFT, wB97M-V/def2-TZVPD

Its frontier orbital gap is 10.31 eV. As for the SMILES: O=CNC(CO)CO. The calculation puts the HOMO energy at -9.83 eV. For the LUMO energy, the calculation gives 0.476 eV.

The geometry in XYZ format:
```
17
C4H9NO3, DFT wB97M-V/def2-TZVPD
O -0.581 -1.069 3.060
C -0.269 -0.531 2.021
N -0.668 -0.973 0.799
C -0.288 -0.247 -0.401
C -0.719 1.237 -0.402
O -0.682 1.678 -1.742
C 1.217 -0.367 -0.660
O 1.499 0.071 -1.982
H 0.467 0.286 1.998
H -1.314 -1.739 0.711
H -0.767 -0.663 -1.274
H -1.754 1.252 -0.066
H -0.067 1.860 0.215
H 0.090 1.261 -2.149
H 1.722 0.320 0.024
H 1.536 -1.402 -0.519
H 2.444 0.032 -2.148
```

Atom charges from the Mulliken analysis, given in e for atoms 1 to 8:
1. O -0.5572
2. C 0.0437
3. N -0.1300
4. C -0.2327
5. C -0.5132
6. O -0.5642
7. C -0.5067
8. O -0.5568


Molecular formula: C4H9NO4
Method: DFT, wB97M-V/def2-TZVPD

Its frontier orbital gap is 10.33 eV. As for the SMILES: CNC(=O)CC(=O)O.O. The calculation puts the HOMO energy at -10.08 eV. For the LUMO energy, the calculation gives 0.245 eV.

The geometry in XYZ format:
```
18
C4H9NO4, DFT wB97M-V/def2-TZVPD
C -2.812 -0.837 -0.500
N -1.637 -0.568 0.358
C -0.490 -1.268 0.182
O -0.436 -2.311 -0.507
C 0.709 -0.702 0.882
C 1.162 0.470 -0.055
O 0.435 1.159 -0.786
O 2.545 0.476 -0.192
H -3.240 -1.847 -0.378
H -2.465 -0.726 -1.542
H -3.605 -0.094 -0.312
H -1.620 0.342 0.824
H 0.536 -0.463 1.948
H 1.442 -1.531 0.837
H 3.035 -0.236 0.303
O 2.526 2.844 -0.347
H 2.197 1.948 -0.106
H 1.718 3.342 -0.609
```

Atom charges from the Mulliken analysis, given in e for atoms 1 to 8:
1. C -0.8155
2. N -0.2050
3. C 0.5417
4. O -0.6477
5. C -0.7721
6. C 0.7558
7. O -0.5069
8. O -0.4666


Molecular formula: C4H9NO4P
Method: DFT, wB97M-V/def2-TZVPD

Its frontier orbital gap is 8.37 eV. The net charge is -1. The calculation puts the HOMO energy at -4.63 eV. For the LUMO energy, the calculation gives 3.745 eV.

The geometry in XYZ format:
```
19
C4H9NO4P, DFT wB97M-V/def2-TZVPD
C -0.161 3.255 0.691
C 1.168 -2.629 0.947
C -1.441 0.764 -1.616
C 0.029 -0.339 0.772
N 0.035 -1.846 0.555
O 0.613 4.146 0.690
O 0.801 1.931 -0.512
O -1.220 2.803 0.988
O 0.901 -0.254 -1.902
P 0.206 0.596 -0.902
H 2.198 -2.257 0.629
H 1.340 -2.737 1.978
H 1.026 -3.638 0.538
H -2.012 1.566 -1.182
H -1.423 0.805 -2.596
H -1.894 -0.119 -1.304
H -0.781 0.008 1.339
H 1.013 -0.030 1.284
H -0.396 -2.024 -0.398
```

Atom charges from the Mulliken analysis, given in e for atoms 1 to 8:
1. C 0.8072
2. C -0.8567
3. C -1.2302
4. C -0.8629
5. N -0.2826
6. O -0.4768
7. O -0.7007
8. O -0.4868


Molecular formula: C4H9NOS
Method: DFT, wB97M-V/def2-TZVPD

Its frontier orbital gap is 9.61 eV. As for the SMILES: C[S@H](=N)=O.C1=CC1. The calculation puts the HOMO energy at -9.11 eV. For the LUMO energy, the calculation gives 0.496 eV.

The geometry in XYZ format:
```
16
C4H9NOS, DFT wB97M-V/def2-TZVPD
C -3.100 0.033 0.462
S -1.438 -0.818 0.251
N -0.538 -0.936 1.520
O -0.895 -0.235 -0.986
H -3.630 -0.331 -0.351
H -3.480 -0.118 1.533
H -3.008 1.081 0.406
H -2.001 -2.080 -0.037
H 0.120 -0.153 1.501
C 3.113 0.881 0.013
C 1.883 1.085 -0.418
C 2.681 -0.078 -1.046
H 3.690 1.290 0.750
H 0.973 1.422 -0.676
H 3.105 0.170 -1.988
H 2.524 -1.213 -0.935
```

Atom charges from the Mulliken analysis, given in e for atoms 1 to 8:
1. C -0.8840
2. S 0.6622
3. N -0.6422
4. O -0.5372
5. H 0.3606
6. H 0.3037
7. H 0.3084
8. H 0.1622


Molecular formula: C4H9NOS
Method: DFT, wB97M-V/def2-TZVPD

Its frontier orbital gap (alpha / beta) is 8.54 / 7.54 eV. The calculation puts the HOMO energy (alpha / beta) at -9.20 / -8.05 eV. For the LUMO energy (alpha / beta), the calculation gives -0.658 / -0.504 eV.

The geometry in XYZ format:
```
16
C4H9NOS, DFT wB97M-V/def2-TZVPD
C -1.712 -0.637 0.573
C -1.103 -0.390 -0.901
C 1.425 -0.071 0.023
C 1.799 1.306 -0.151
N -1.597 0.430 1.490
O 0.547 -2.466 -0.816
S 0.614 -1.034 -1.178
H -2.815 -0.778 0.405
H -1.077 -1.485 1.015
H -1.731 -1.141 -1.550
H -1.003 0.646 -1.216
H 1.773 -0.567 0.899
H 1.135 1.836 -1.001
H 2.820 1.712 -0.057
H 1.572 1.747 0.883
H -0.647 0.892 1.582
```

Atom charges from the Mulliken analysis, given in e for atoms 1 to 8:
1. C -0.2683
2. C -0.6435
3. C -0.5668
4. C -0.5381
5. N -0.5813
6. O -0.6111
7. S 0.3758
8. H 0.3262


Molecular formula: C4H9NOS
Method: DFT, wB97M-V/def2-TZVPD

Its frontier orbital gap is 5.53 eV. The calculation puts the HOMO energy at -8.44 eV. For the LUMO energy, the calculation gives -2.917 eV.

The geometry in XYZ format:
```
16
C4H9NOS, DFT wB97M-V/def2-TZVPD
O 2.217 0.010 -0.209
C 1.473 0.533 -1.005
C 0.670 1.713 -0.781
C 0.715 -1.853 1.124
C -0.416 -2.538 1.329
S -2.875 1.104 0.059
N -0.462 1.827 -1.534
H 1.239 0.100 -2.019
H 0.956 2.552 -0.162
H 0.924 -0.877 1.550
H 1.596 -2.265 0.628
H -1.214 -2.334 2.039
H -0.668 -3.166 0.470
H -2.253 1.193 1.228
H -0.681 2.802 -1.721
H -1.223 1.197 -0.996
```

Atom charges from the Mulliken analysis, given in e for atoms 1 to 8:
1. O -0.4324
2. C 0.0482
3. C -0.0366
4. C -0.5563
5. C -0.3945
6. S -0.4734
7. N -0.2721
8. H 0.3129


Max |F| values, unit eV Å⁻¹, following the record order: 5.1, 1.7, 1.3, 4.2, 5.0, 5.4, 3.7, 4.2.
Energy relative to the best compared isomer or geometry (same formula, charge and spin) values, unit kJ/mol, following the record order: 237.6, 506.6, 141.3, 184.6, 60.7, 663.8, 627.0, 584.6.